This record from the Open Molecules 2025 dataset describes C24H34N2O3 in the gas phase. The level of theory is wB97M-V/def2-TZVPD.

As for the SMILES: CCOc1cc(CN2CCN(CCc3ccccc3)[C@H](CCO)C2)ccc1OC. The highest occupied orbital energy is -8.045 eV. The HOMO-LUMO gap is 0.3152 hartree. As for the LUMO energy: 0.0196 Eh. The energy above the lowest of the compared OMol25 structures with the same formula, charge and spin comes out at 321.2 kJ/mol. As for the molecular weight: 398.55 g/mol.

Element x y z (Å)
1 C 2.267 3.222 -4.584
2 C 2.468 2.197 -3.477
3 O 2.633 2.907 -2.269
4 C 2.884 2.216 -1.110
5 C 2.912 0.829 -1.049
6 C 3.149 0.140 0.134
7 C 3.368 0.871 1.291
8 C 3.352 2.250 1.249
9 C 3.114 2.949 0.070
10 O 3.120 4.306 0.216
11 C 3.143 5.164 -0.901
12 H 3.270 6.165 -0.486
13 H 3.981 4.939 -1.565
14 H 2.212 5.121 -1.469
15 H 3.526 2.833 2.140
16 H 3.566 0.366 2.224
17 C 3.092 -1.368 0.159
18 N 1.777 -1.921 0.460
19 C 1.296 -1.617 1.793
20 C 0.063 -2.482 2.062
21 N -1.005 -2.280 1.096
22 C -1.823 -1.099 1.321
23 H -1.449 -0.211 0.790
24 C -3.280 -1.361 0.899
25 C -4.135 -0.175 1.238
26 C -4.799 -0.105 2.456
27 C -5.558 1.004 2.784
28 C -5.659 2.063 1.898
29 C -4.998 2.006 0.683
30 C -4.241 0.895 0.358
31 H -3.730 0.853 -0.594
32 H -5.074 2.829 -0.013
33 H -6.252 2.929 2.153
34 H -6.073 1.042 3.733
35 H -4.724 -0.931 3.149
36 H -3.639 -2.249 1.422
37 H -3.322 -1.556 -0.174
38 H -1.814 -0.868 2.389
39 C -0.512 -2.405 -0.275
40 C 0.761 -1.572 -0.512
41 H 0.507 -0.497 -0.465
42 H 1.144 -1.786 -1.513
43 C -0.280 -3.876 -0.647
44 H 0.048 -3.922 -1.686
45 H 0.510 -4.294 -0.025
46 C -1.554 -4.714 -0.500
47 O -1.964 -4.872 0.831
48 H -1.916 -3.987 1.233
49 H -2.360 -4.249 -1.093
50 H -1.384 -5.722 -0.890
51 H -1.294 -2.016 -0.938
52 H 0.361 -3.533 2.017
53 H -0.326 -2.283 3.063
54 H 1.039 -0.549 1.909
55 H 2.077 -1.865 2.515
56 H 3.778 -1.753 0.919
57 H 3.392 -1.771 -0.812
58 H 2.747 0.255 -1.948
59 H 1.592 1.535 -3.413
60 H 3.358 1.586 -3.684
61 H 1.388 3.826 -4.376
62 H 3.131 3.877 -4.645
63 H 2.135 2.715 -5.535


This record from the Open Molecules 2025 dataset describes a molecular structure, C24H34N2O7P2PtS2. The level of theory is wB97M-V/def2-TZVPD.

As for the net charge: -2. The highest occupied orbital energy (alpha / beta) is -1.540 / -1.541 eV. The HOMO-LUMO gap (alpha / beta) is 0.2092 / 0.2092 hartree. As for the LUMO energy (alpha / beta): 0.1526 / 0.1526 Eh. The energy above the lowest of the compared OMol25 structures with the same formula, charge and spin comes out at 342.1 kJ/mol. As for the molecular weight: 783.70 g/mol.

Element x y z (Å)
1 Pt 0.197 0.187 0.051
2 N 0.228 1.023 2.252
3 C 1.459 0.644 2.934
4 C 1.854 -0.789 2.484
5 O 2.339 -1.568 3.313
6 N 1.650 -0.978 1.200
7 C 1.590 -2.297 0.644
8 C 0.090 -2.757 0.536
9 O -0.127 -3.960 0.416
10 O -0.775 -1.841 0.615
11 H -0.007 2.008 2.340
12 H -0.553 0.465 2.586
13 H 1.352 0.642 4.028
14 H 2.250 1.350 2.670
15 H 2.140 -3.024 1.250
16 H 1.995 -2.266 -0.370
17 S -3.468 4.336 -2.044
18 P -2.866 3.773 -0.254
19 S -1.856 2.098 0.131
20 C -4.399 3.680 0.755
21 C -4.861 4.697 1.576
22 C -6.063 4.547 2.246
23 C -6.811 3.391 2.088
24 C -6.358 2.383 1.252
25 C -5.157 2.526 0.589
26 C -1.991 5.177 0.568
27 C -1.368 4.964 1.792
28 C -0.675 5.988 2.406
29 C -0.598 7.233 1.801
30 C -1.206 7.445 0.574
31 C -1.895 6.418 -0.044
32 H -4.279 5.602 1.698
33 H -6.418 5.331 2.902
34 H -7.742 3.273 2.626
35 H -6.940 1.479 1.130
36 H -4.770 1.747 -0.054
37 H -1.441 3.985 2.245
38 H -0.194 5.823 3.362
39 H -0.055 8.036 2.283
40 H -1.147 8.420 0.106
41 H -2.373 6.561 -1.004
42 C 1.637 -2.381 -3.795
43 C 2.944 -1.759 -3.309
44 C 3.801 -2.812 -2.589
45 C 3.726 -1.188 -4.501
46 O 2.701 -0.730 -2.370
47 P 1.475 0.357 -2.617
48 O 1.539 0.907 -3.990
49 O 0.174 -0.206 -2.119
50 O 1.889 1.422 -1.453
51 C 3.089 2.167 -1.336
52 C 3.841 2.250 -2.661
53 C 3.964 1.500 -0.269
54 C 2.676 3.572 -0.884
55 H 1.841 -3.255 -4.412
56 H 1.087 -1.641 -4.371
57 H 1.026 -2.668 -2.942
58 H 4.167 -3.549 -3.302
59 H 3.221 -3.317 -1.821
60 H 4.646 -2.324 -2.108
61 H 3.807 -1.923 -5.298
62 H 4.727 -0.893 -4.188
63 H 3.192 -0.316 -4.867
64 H 4.190 1.262 -2.940
65 H 4.690 2.927 -2.571
66 H 3.166 2.600 -3.436
67 H 4.283 0.524 -0.619
68 H 3.376 1.352 0.632
69 H 4.838 2.111 -0.044
70 H 2.113 4.058 -1.678
71 H 3.553 4.170 -0.640
72 H 2.028 3.497 -0.013


This record from the Open Molecules 2025 dataset describes C24H34N4O4S in the gas phase. The level of theory is wB97M-V/def2-TZVPD.

As for the SMILES: CCN1CCC[C@H]1CNC(=O)c1cn(C)c2ccc(S(=O)(=O)N3CCCCCC3)cc2c1=O. The highest occupied orbital energy is -8.030 eV. The HOMO-LUMO gap is 0.2899 hartree. As for the LUMO energy: -0.0052 Eh. The energy above the lowest of the compared OMol25 structures with the same formula, charge and spin comes out at 15.4 kJ/mol. As for the molecular weight: 474.63 g/mol.

Element x y z (Å)
1 C 3.962 -1.465 -3.528
2 H 4.238 -1.742 -2.513
3 H 4.866 -1.367 -4.124
4 H 3.449 -0.508 -3.502
5 C 3.037 -2.512 -4.142
6 N 1.842 -2.664 -3.347
7 C 1.970 -3.470 -2.140
8 C 0.989 -4.633 -2.304
9 H 1.449 -5.436 -2.883
10 C -0.129 -3.977 -3.107
11 H -0.762 -3.392 -2.439
12 H -0.750 -4.692 -3.643
13 C 0.636 -3.053 -4.063
14 C -0.161 -1.788 -4.447
15 N -0.232 -0.885 -3.331
16 C 0.592 0.171 -3.235
17 O 1.205 0.662 -4.172
18 C 0.683 0.775 -1.865
19 C 1.392 1.932 -1.772
20 N 1.633 2.608 -0.633
21 C 1.178 2.101 0.562
22 C 1.428 2.750 1.782
23 C 0.966 2.215 2.963
24 C 0.257 1.020 2.960
25 C 0.009 0.364 1.782
26 C 0.451 0.894 0.566
27 C 0.127 0.168 -0.674
28 O -0.559 -0.853 -0.650
29 H -0.514 -0.580 1.768
30 S -0.353 0.355 4.515
31 O 0.245 1.123 5.570
32 O -0.159 -1.063 4.482
33 N -1.972 0.650 4.523
34 C -2.442 1.935 4.965
35 H -3.437 1.818 5.403
36 C -2.468 2.981 3.846
37 H -2.649 3.960 4.296
38 C -3.533 2.722 2.783
39 H -4.524 2.839 3.228
40 C -3.443 1.342 2.129
41 C -3.940 0.218 3.040
42 H -4.796 0.586 3.610
43 C -2.883 -0.337 4.002
44 H -2.260 -1.080 3.504
45 H -3.392 -0.842 4.836
46 H -4.292 -0.616 2.431
47 H -4.065 1.355 1.231
48 H -2.417 1.144 1.816
49 H -3.432 3.486 2.008
50 H -1.484 3.007 3.375
51 H -1.752 2.262 5.746
52 H 1.154 2.695 3.910
53 H 1.986 3.671 1.809
54 C 2.386 3.841 -0.676
55 H 1.792 4.667 -0.280
56 H 3.306 3.751 -0.096
57 H 2.646 4.063 -1.708
58 H 1.795 2.346 -2.687
59 H -0.580 -1.256 -2.449
60 H 0.345 -1.256 -5.255
61 H -1.169 -2.065 -4.769
62 H 0.878 -3.601 -4.990
63 H 0.652 -5.035 -1.352
64 H 1.686 -2.861 -1.272
65 H 2.999 -3.810 -1.999
66 H 2.741 -2.169 -5.136
67 H 3.579 -3.469 -4.258


One value per record, in order, for largest force on an atom: 0.60, 3.50, 1.11 eV/Å.